Record 1
Molecular formula: C30H52N2O17
Method: DFT, ωB97M-V/def2-TZVPD

## Properties
Spin multiplicity: 1
SMILES string: CCC[C@H](OC#N)OC[C@@H](N)COCCOCCOCC.C[C@@H]1COC(=O)O1.C[C@@H]1COC(=O)O1.C[C@@H]1COC(=O)O1.C[C@@H]1COC(=O)O1
Energy relative to the best compared isomer or geometry (same formula, charge and spin) (kJ/mol): 0.00
Net charge: 0

Structure (XYZ):
```
101
C30H52N2O17 ωB97M-V/def2-TZVPD
C 0.46 4.31 -1.33
C 0.35 2.82 -0.95
C -0.94 2.15 -1.46
C -1.40 0.98 -0.61
O -0.59 -0.21 -0.96
C -0.97 -0.85 -2.00
N -1.24 -1.42 -2.93
O -2.72 0.61 -0.79
C -3.71 1.25 0.01
C -3.99 0.49 1.32
N -4.12 -0.96 1.13
C -2.96 0.78 2.41
O -3.62 0.87 3.65
C -2.75 1.17 4.74
C -2.58 2.67 4.92
O -3.82 3.22 5.32
C -4.08 4.53 4.85
C -4.78 4.46 3.49
O -4.45 5.57 2.68
C -4.11 5.26 1.33
C -2.61 5.11 1.13
H -0.38 4.64 -1.95
H 0.49 4.95 -0.44
H 1.38 4.51 -1.89
H 0.42 2.73 0.15
H 1.22 2.30 -1.37
H -0.72 1.72 -2.45
H -1.75 2.86 -1.60
H -1.14 1.12 0.45
H -3.44 2.30 0.21
H -4.61 1.27 -0.61
H -4.96 0.84 1.70
H -4.79 -1.16 0.39
H -3.23 -1.34 0.80
H -2.44 1.73 2.19
H -2.20 -0.03 2.44
H -1.76 0.70 4.59
H -3.20 0.75 5.65
H -1.80 2.87 5.67
H -2.24 3.12 3.97
H -3.16 5.12 4.77
H -4.73 5.00 5.60
H -4.48 3.51 3.02
H -5.87 4.42 3.63
H -4.65 4.35 1.03
H -4.49 6.08 0.71
H -2.33 5.29 0.08
H -2.09 5.85 1.74
H -2.25 4.12 1.43
C 5.90 -0.52 -2.63
C 4.69 0.22 -2.13
C 3.73 0.71 -3.20
O 3.18 1.89 -2.60
C 4.09 2.37 -1.71
O 4.02 3.44 -1.20
O 5.07 1.47 -1.50
H 6.50 -0.90 -1.81
H 5.60 -1.36 -3.25
H 6.53 0.15 -3.22
H 4.16 -0.37 -1.38
H 2.94 0.00 -3.42
H 4.25 0.99 -4.12
C 1.85 -4.84 0.71
C 2.50 -3.73 -0.07
C 1.81 -3.36 -1.37
O 2.90 -2.92 -2.19
C 4.02 -3.54 -1.74
O 5.06 -3.54 -2.33
O 3.80 -4.14 -0.56
H 2.37 -5.00 1.65
H 0.81 -4.58 0.93
H 1.87 -5.78 0.16
H 2.65 -2.84 0.55
H 1.08 -2.56 -1.27
H 1.34 -4.22 -1.85
C 6.11 -7.08 3.65
C 4.71 -7.63 3.77
C 4.58 -9.13 3.57
O 3.27 -9.25 3.01
C 2.96 -8.09 2.40
O 2.03 -7.92 1.67
O 3.87 -7.13 2.72
H 6.13 -6.01 3.87
H 6.78 -7.59 4.35
H 6.48 -7.22 2.63
H 4.26 -7.33 4.72
H 4.65 -9.71 4.48
H 5.30 -9.50 2.84
C -2.51 0.20 -5.64
C -2.73 1.69 -5.68
C -1.48 2.53 -5.90
O -1.78 3.73 -5.18
C -2.66 3.42 -4.21
O -2.94 4.13 -3.29
O -3.15 2.18 -4.39
H -3.46 -0.33 -5.54
H -2.03 -0.13 -6.56
H -1.89 -0.08 -4.79
H -3.50 1.96 -6.40
H -1.28 2.76 -6.94
H -0.60 2.07 -5.45
```

Atom charges from the Mulliken analysis, given in e for atoms 1 to 99: -1.28 0.10 0.88 0.00 -0.31 0.68 -0.66 -0.41 -0.72 0.18 -0.80 -0.60 -0.41 -0.65 -0.18 -0.37 -0.72 0.66 -0.46 -0.33 -0.71 0.32 0.29 0.34 0.44 -0.39 0.02 -0.16 0.03 0.05 0.49 0.52 0.33 0.27 0.07 0.46 0.36 0.38 0.37 0.14 0.35 0.28 -0.39 0.20 0.24 0.40 0.34 0.50 -0.13 -1.62 0.90 -0.45 -0.34 0.56 -0.54 -0.39 0.36 0.41 0.40 0.06 0.32 0.27 -1.48 0.66 -0.08 -0.32 0.67 -0.57 -0.34 0.23 0.41 0.40 0.26 -0.18 0.36 -1.41 0.42 -0.48 -0.35 0.65 -0.50 -0.27 0.35 0.38 0.35 0.25 0.31 0.30 -1.16 0.41 -0.42 -0.35 0.69 -0.55 -0.30 0.36 0.38 0.11 0.30



Record 2
Molecular formula: C15H52N6O11
Method: DFT, ωB97M-V/def2-TZVPD

## Properties
Spin multiplicity: 1
SMILES string: NC(N)=O.NC(N)=O.NC(N)=O.CCO.CCO.CCO.CCO.CO.CO.CO.CO
Energy relative to the best compared isomer or geometry (same formula, charge and spin) (kJ/mol): 664.24
Net charge: 0

Structure (XYZ):
```
84
C15H52N6O11 ωB97M-V/def2-TZVPD
C 16.43 -20.51 18.70
C 17.92 -20.38 18.47
O 18.20 -20.57 17.11
H 15.86 -19.72 18.24
H 16.12 -20.62 19.66
H 16.06 -21.46 18.24
H 18.47 -21.15 19.00
H 18.23 -19.44 18.81
H 17.59 -19.95 16.66
C 20.34 -21.82 13.20
C 19.77 -20.98 14.31
O 19.03 -19.97 13.77
H 21.02 -22.53 13.53
H 20.87 -21.29 12.50
H 19.52 -22.25 12.62
H 20.62 -20.45 14.80
H 19.18 -21.52 15.04
H 19.52 -19.17 13.62
C 12.14 -23.00 13.63
C 12.39 -23.45 12.22
O 13.70 -23.27 11.74
H 12.81 -23.47 14.29
H 11.19 -23.29 14.05
H 12.21 -21.88 13.68
H 11.66 -22.94 11.58
H 12.29 -24.51 12.02
H 13.80 -23.66 10.86
C 12.37 -20.97 16.71
C 13.73 -20.86 16.01
O 14.20 -19.60 16.18
H 12.42 -20.73 17.77
H 11.87 -21.90 16.65
H 11.69 -20.29 16.23
H 13.70 -21.19 14.97
H 14.35 -21.62 16.50
H 15.12 -19.52 15.78
C 15.53 -20.12 12.60
O 15.48 -18.82 13.02
N 14.47 -20.72 12.16
N 16.57 -20.95 12.76
H 13.58 -20.23 12.22
H 14.19 -21.75 12.16
H 17.48 -20.51 13.02
H 16.73 -21.89 12.34
C 10.31 -25.65 15.54
O 9.07 -26.22 15.30
N 10.49 -24.89 16.60
N 11.31 -25.78 14.73
H 9.70 -24.88 17.34
H 11.45 -24.70 16.94
H 11.14 -26.39 13.95
H 12.15 -25.18 14.88
C 16.03 -23.35 15.32
O 15.99 -23.96 16.58
N 16.70 -22.28 15.10
N 15.40 -23.84 14.28
H 17.24 -21.78 15.82
H 16.68 -21.78 14.20
H 14.94 -24.82 14.32
H 15.48 -23.33 13.42
C 16.89 -17.76 15.93
O 16.64 -18.99 15.41
H 17.21 -17.14 15.12
H 17.68 -17.85 16.63
H 15.98 -17.44 16.48
H 16.31 -18.83 14.51
C 14.57 -26.42 12.79
O 14.03 -26.43 14.12
H 14.38 -25.53 12.26
H 13.95 -27.17 12.28
H 15.55 -26.79 12.69
H 13.09 -26.48 14.07
C 13.35 -24.31 18.35
O 13.07 -24.30 16.98
H 13.94 -23.38 18.56
H 14.02 -25.17 18.49
H 12.52 -24.45 19.04
H 13.88 -23.98 16.51
C 17.76 -24.30 12.15
O 17.25 -23.39 11.26
H 18.06 -23.68 12.99
H 18.67 -24.76 11.82
H 17.01 -24.96 12.55
H 17.64 -23.45 10.42
```

In elementary charge units, the Mulliken charges are: -0.78 -0.49 -0.45 0.20 0.63 -0.05 0.36 0.36 0.06 -1.19 0.02 -0.55 0.42 0.45 0.08 0.41 0.06 0.25 -0.15 -0.63 -0.77 -0.51 0.49 0.44 0.29 0.49 0.28 -1.56 2.13 -0.68 0.39 0.20 0.43 -0.82 -0.33 0.45 0.53 -0.85 -0.20 -0.20 0.38 0.09 0.24 0.02 0.25 -0.78 -0.29 -0.13 0.27 0.61 0.16 0.01 0.07 -0.84 1.61 1.02 -0.06 -0.87 0.32 -0.52 -1.02 -0.32 0.38 0.37 0.20 0.20 -0.71 -0.59 0.13 0.42 0.29 0.43 -0.61 -0.53 0.06 0.25 0.41 -0.11 0.02 -0.51 -0.09 0.49 -0.20 0.27



Record 3
Molecular formula: CH2N4
Method: DFT, ωB97M-V/def2-TZVPD

## Properties
Spin multiplicity: 1
SMILES string: c1nn[nH]n1
Energy relative to the best compared isomer or geometry (same formula, charge and spin) (kJ/mol): 149.98
Net charge: 0

Structure (XYZ):
```
7
CH2N4 ωB97M-V/def2-TZVPD
C 1.03 0.00 -0.02
H 2.08 -0.17 0.05
H -1.84 -0.79 0.00
N 0.41 1.22 -0.01
N -0.86 1.01 -0.02
N -0.97 -0.30 0.01
N 0.14 -0.98 -0.02
```

In elementary charge units, the Mulliken charges are: 0.05 0.42 0.25 -0.21 -0.38 0.37 -0.49



Record 4
Molecular formula: C7H12OS
Method: DFT, ωB97M-V/def2-TZVPD

## Properties
Spin multiplicity: 1
Energy relative to the best compared isomer or geometry (same formula, charge and spin) (kJ/mol): 283.21
Net charge: 0

Structure (XYZ):
```
21
C7H12OS ωB97M-V/def2-TZVPD
C -1.31 -1.89 1.34
C -0.83 0.36 -0.77
C 0.06 -0.59 -0.48
C -0.18 -1.30 0.84
C -0.87 1.36 -1.91
C 1.12 -1.20 -1.32
C 0.84 0.59 2.31
O 0.80 -1.83 3.32
S 1.26 -1.19 2.10
H -1.24 -2.23 2.35
H -2.12 -2.04 0.75
H -1.39 0.57 0.15
H -1.89 1.64 -2.09
H -0.27 2.20 -1.60
H -0.40 1.05 -2.79
H 2.06 -0.67 -1.46
H 1.13 -2.29 -0.99
H 0.79 -1.04 -2.35
H 1.84 0.95 2.55
H 0.12 1.03 2.99
H 0.62 0.83 1.31
```

In elementary charge units, the Mulliken charges are: -1.11 0.02 0.62 -0.03 -1.36 -1.36 -0.66 -0.64 0.44 0.33 0.41 0.40 0.34 0.31 0.42 0.33 0.35 0.36 0.36 0.31 0.17



Number 1: HOMO -9.42 eV. Number 2: HOMO -8.76 eV. Number 3: HOMO -11.08 eV. Number 4: HOMO -8.93 eV.